An isolated ion of composition C21H23N4O3S and charge +1 in a non-equilibrium geometry. Source: the OMol25 dataset; level of theory: ωB97M-V/def2-TZVPD.

Geometry as XYZ:
```
52
Properties=species:S:1:pos:R:3:mulliken_charge:R:1
C 3.4350 2.6666 1.2759 -0.8551
C 2.8992 2.1833 0.1716 0.1811
C 2.0259 0.9569 0.1595 -0.8371
N 0.6439 1.3186 -0.1197 0.3496
C 0.1876 1.5971 -1.3388 0.4036
N 0.9402 1.6021 -2.4689 -0.1398
N 0.3278 1.2453 -3.6655 -0.4527
C -0.4442 0.0547 -3.6078 0.7577
O -0.4575 -0.5712 -2.5683 -0.6198
N -1.0484 -0.2293 -4.7693 -0.1206
C -1.8380 -1.3570 -5.0882 0.7767
C -2.2981 -1.4604 -6.3969 -0.5596
C -3.0822 -2.5352 -6.7707 -0.5732
C -3.4119 -3.5107 -5.8440 -0.5221
C -2.9526 -3.4043 -4.5427 -0.6146
C -2.1666 -2.3323 -4.1565 -0.3873
H -1.8081 -2.2555 -3.1441 0.4468
H -3.2053 -4.1616 -3.8168 0.3712
H -4.0231 -4.3497 -6.1368 0.3920
H -3.4348 -2.6098 -7.7876 0.3859
H -2.0406 -0.7000 -7.1209 0.3122
H -0.8792 0.3900 -5.5508 0.2026
H 0.0242 2.0210 -4.2392 0.2947
H 1.8715 1.1995 -2.3775 0.3014
S -1.4448 2.1354 -1.3233 -0.1533
C -1.4742 1.9659 0.3955 -0.2066
C -0.2950 1.5278 0.8823 -0.8078
C 0.0097 1.2941 2.2965 -0.0964
C 0.0006 2.3520 3.1945 -0.6551
C 0.3002 2.1153 4.5188 -0.9025
C 0.5949 0.8386 4.9993 0.5072
C 0.5805 -0.2460 4.0875 1.2550
C 0.2955 0.0059 2.7532 -0.4410
H 0.2562 -0.8128 2.0515 0.6459
O 0.8542 -1.4912 4.5652 -0.4846
C 0.7649 -2.6012 3.7026 -0.9008
H 0.9716 -3.4674 4.3283 0.2701
H -0.2360 -2.6979 3.2721 0.3519
H 1.5098 -2.5522 2.9020 0.3371
O 0.8670 0.7980 6.3146 -0.4544
C 1.1156 -0.4080 7.0116 -0.7195
H 2.0099 -0.9113 6.6415 0.2594
H 0.2639 -1.0873 6.9555 0.2800
H 1.2704 -0.1042 8.0460 0.2938
H 0.3094 2.9214 5.2339 0.4621
H -0.2227 3.3509 2.8565 0.5102
H -2.3658 2.1836 0.9457 0.5470
H 2.3596 0.2305 -0.5884 0.3586
H 2.0483 0.4854 1.1427 0.4366
H 3.0501 2.6731 -0.7805 0.2872
H 4.0535 3.5464 1.2643 0.2828
H 3.2875 2.1972 2.2346 0.2438
```

Energy   -45081.121 eV
LUMO   -0.09633 Eh
Kohn-Sham gap   8.1 eV
Total charge   +1
Molar mass   411.507 Da
Strongest force on any atom   1.05 eV/Å